(1)
A structure of composition C33H39FO6S. Source: the Open Molecules 2025 dataset; level of theory: ωB97M-V/def2-TZVPD.

## Properties
LUMO level: 0.013 Eh
Molar mass: 582.73 g/mol

Structure (XYZ):
```
80
C33H39FO6S (ωB97M-V/def2-TZVPD)
C -3.01119 0.93984 -2.51607
C -3.12562 -0.54006 -2.72327
O -3.26459 -1.04357 -3.79279
O -2.96577 -1.31963 -1.62096
C -3.67575 -0.97437 -0.43307
C -2.74998 -1.04222 0.77404
C -3.51400 -1.33092 2.07231
C -3.63596 -2.80554 2.50025
O -3.86747 -2.77803 3.94695
S -2.44844 -2.72935 4.68725
O -2.36118 -3.84944 5.55482
O -2.18781 -1.41467 5.15268
O -1.52602 -3.00793 3.38538
C -2.41583 -3.69688 2.47746
C -1.80682 -4.26493 1.22114
C -0.86916 -5.43379 1.54096
F -1.45217 -6.63145 1.13193
H -3.93358 1.34620 -2.10567
H -2.18982 1.17618 -1.84222
H -2.84575 1.41146 -3.47810
H -4.51308 -1.66384 -0.30978
H -4.09812 0.02680 -0.49690
H -2.02623 -1.81824 0.56639
H -2.19337 -0.11249 0.87088
H -3.09220 -0.73691 2.87620
H -4.53513 -0.96459 1.94577
H -4.46544 -3.24968 1.95623
H -2.72887 -4.58752 3.03947
H -1.23841 -3.54035 0.64564
H -2.59847 -4.64953 0.58100
H -0.69737 -5.50626 2.61599
H 0.09590 -5.33348 1.05022
C 2.01686 3.14436 -0.80680
C 1.68731 2.03521 -0.04298
C 1.17467 0.89985 -0.65372
C 1.00250 0.87306 -2.02990
C 1.34147 1.97980 -2.79812
C 1.84602 3.11755 -2.18528
H 2.40225 4.03525 -0.32720
H 1.81783 2.05882 1.03139
H 0.90492 0.03782 -0.05602
H 0.59987 -0.01393 -2.50470
H 1.20617 1.95580 -3.87188
H 2.09684 3.98686 -2.77906
C 3.35287 -0.63038 -4.18603
C 4.71192 -0.72295 -4.45325
C 5.14781 -1.26444 -5.65438
C 4.22466 -1.70819 -6.59136
C 2.86585 -1.61416 -6.32574
C 2.43061 -1.07829 -5.12164
H 3.01369 -0.21141 -3.25029
H 5.43124 -0.37177 -3.72463
H 6.20750 -1.34047 -5.86119
H 4.56471 -2.12774 -7.52925
H 2.14599 -1.95968 -7.05628
H 1.36943 -1.01054 -4.91361
C -1.03286 4.89629 0.89674
C -2.05577 5.56956 1.55049
C -3.28219 5.74467 0.92461
C -3.48749 5.24178 -0.35290
C -2.46434 4.56691 -1.00460
C -1.23492 4.39631 -0.38162
H -0.07550 4.75995 1.38446
H -1.89759 5.95785 2.54828
H -4.07812 6.27382 1.43233
H -4.44464 5.37731 -0.84014
H -2.62359 4.17428 -2.00142
H -0.43973 3.87198 -0.89037
C 4.48732 -0.31021 5.24579
C 5.13594 -0.97118 4.21191
C 4.77129 -0.72777 2.89535
C 3.76199 0.18198 2.61226
C 3.11527 0.84433 3.64637
C 3.47565 0.59655 4.96346
H 4.76993 -0.50250 6.27255
H 5.92585 -1.67721 4.43281
H 5.27342 -1.24690 2.08925
H 3.47975 0.37289 1.58452
H 2.32734 1.55459 3.42799
H 2.96771 1.10951 5.76966
```


(2)
A structure of composition C12H19N3O. Source: the Open Molecules 2025 dataset; level of theory: ωB97M-V/def2-TZVPD.

## Properties
LUMO level: 0.027 Eh
Molar mass: 221.30 g/mol

Structure (XYZ):
```
35
C12H19N3O (ωB97M-V/def2-TZVPD)
C 1.01930 4.76726 -0.27406
N 0.71883 3.59170 -1.17559
C 1.23819 2.28241 -1.17061
C 0.74842 1.74540 -2.24437
C -0.19840 2.77686 -2.91313
N 0.02606 3.97811 -2.28671
H -0.41146 2.75866 -3.76958
C 0.94446 0.33460 -2.69417
N 0.20147 -0.50716 -1.83030
C 0.75576 -1.10978 -0.58536
O 2.09851 -1.10991 -0.53670
C -0.26264 -1.75482 0.08754
C -0.97814 -0.66776 1.31631
C -1.88371 -1.37330 2.01385
C -1.86494 -2.80206 2.27677
C -0.15494 -3.04236 2.46200
C 0.35661 -2.87731 1.20096
H 0.35777 -3.78630 0.51475
H 1.43402 -2.87596 1.10956
H 0.33525 -2.46950 3.16363
H -0.18950 -4.12928 2.67768
H -2.04566 -3.00886 3.21789
H -2.09480 -3.45543 1.48386
H -1.84938 -0.71681 3.00457
H -3.01828 -1.28652 1.26249
H 0.00660 -0.50845 1.91467
H -1.21591 0.24244 0.82371
H -1.02027 -2.26666 -0.47640
H -0.64636 -0.40235 -1.80322
H 2.12124 0.08066 -2.35908
H 0.77548 0.06311 -3.74588
H 1.75678 2.17321 -0.42376
H 2.04816 4.99453 -0.25622
H 0.34707 5.74929 -0.66372
H 0.54440 4.61237 0.67862
```


(3)
A cluster of 2 separate species, C2H6NO in total. Source: the Open Molecules 2025 dataset; level of theory: ωB97M-V/def2-TZVPD.

## Properties
LUMO level: -0.193 Eh
Molar mass: 60.08 g/mol
Total charge: +1

Structure (XYZ):
```
10
C2H6NO (ωB97M-V/def2-TZVPD)
C 0.70389 -0.61939 -0.41858
C -0.51880 -0.08976 0.31835
N 0.57676 0.75591 -0.15385
O -1.69684 -0.01144 -0.16793
H 1.56261 -1.13716 -0.01908
H 0.49228 -0.88955 -1.52844
H -0.23948 0.03082 2.18831
H 1.19538 1.14071 0.61662
H 0.38974 1.30458 -1.05068
H -2.46554 -0.48472 0.21528
```


Summary of highest occupied orbital energy in Ha
-0.3462; -0.3142; -0.5595
(order as listed above)